Record 1
The following is a quantum chemistry calculation of a structure of composition C20H24CoIN2O2S3, from the OMol25 dataset.

## Properties
Orbital gap (spin up / spin down) in eV: 7.00 / 5.51
M in g mol⁻¹: 606.462
<S²>: 0.76
LUMO energy (spin up / spin down) in eV: -3.923 / -5.418

The geometry in ORCA input format:
```
! RIJCOSX wB97M-V def2-TZVPD def2/J DEFGRID3
* xyz 1 2
I 2.1392 -1.1233 0.1103
Co -0.0904 0.0606 -0.2839
S -1.5376 1.6728 -0.8107
S 1.4661 1.6503 -0.0982
S -0.5307 0.2691 1.9150
O 0.1727 -0.0851 -2.1459
O -4.7053 -2.1392 -2.3356
N -1.3108 -0.7848 -5.2886
N -1.3187 -1.4424 -0.2524
C -1.8355 2.3999 0.8294
C -1.7893 -3.1997 3.5493
C 1.2083 4.3161 2.5114
C -1.1824 -1.3602 2.1492
C -0.4824 -0.3499 -4.3762
C -2.0657 1.2671 1.8100
C -2.3893 -1.5137 -4.9353
C -1.9402 -3.3971 1.1464
C 0.7062 0.4534 -4.8084
C -0.6879 -0.6047 -2.9794
C -2.0897 -3.9394 2.4148
C 1.0339 2.5482 -1.6041
C -1.7870 -1.4044 -2.6253
C -1.5046 -2.0857 1.0042
C 0.0361 4.4595 3.1114
C -1.9802 -1.8544 -1.2807
C -3.8608 -2.7209 -3.3241
C -2.6621 -1.8671 -3.6441
C -0.4492 2.9274 -1.5870
C -1.3171 -1.9029 3.4163
H -2.1303 -4.0135 0.2786
H -5.1677 -1.3915 -2.7281
H -2.7378 -2.6148 -1.1232
H -2.2955 1.6520 2.8025
H -1.0420 -1.3207 4.2860
H 0.8116 0.3782 -5.8872
H -0.2665 3.8066 3.9220
H 1.9045 3.5385 2.8000
H 1.2609 1.9123 -2.4539
H 0.5777 1.5084 -4.5514
H -4.4099 -2.9310 -4.2441
H -0.8250 3.0704 -2.5993
H -3.0368 -1.8287 -5.7449
H -0.6258 3.8460 -1.0288
H 1.5309 4.9902 1.7266
H -0.6484 5.2559 2.8443
H -2.7101 3.0475 0.7725
H 1.6471 3.4479 -1.6552
H -2.8721 0.6075 1.4889
H -0.9660 2.9920 1.1177
H -1.8959 -3.6389 4.5311
H 1.6167 0.1044 -4.3206
H -2.4236 -4.9633 2.5139
H -3.5516 -3.6856 -2.9157
*
```

---

Record 2
The following is a quantum chemistry calculation of the molecule C20H24F2N4O2S in a non-equilibrium geometry, from the OMol25 dataset.

## Properties
Orbital gap in eV: 9.17
SMILES string: CC(C)c1nc(CNC(=O)C[C@@H]2C(=O)NCCN2Cc2cccc(F)c2F)cs1
M in g mol⁻¹: 422.501
LUMO energy in eV: 0.540

The geometry in ORCA input format:
```
! RIJCOSX wB97M-V def2-TZVPD def2/J DEFGRID3
* xyz 0 1
S 3.6081 -1.8989 -0.4121
F -3.2787 5.7915 -0.7931
F -1.0259 4.2784 -0.7663
O 0.0852 -0.3403 2.8966
O -1.9372 -1.0254 -1.0618
N -0.6852 -1.9361 1.4943
N 0.0353 -0.1364 -1.6008
N -0.1904 1.8376 0.2952
N 1.4451 -3.2643 -0.4375
C 2.6047 -1.8975 0.9843
C -1.4740 3.5657 1.4491
C -1.7765 0.2030 1.4678
C -1.8157 4.3054 0.3209
C 0.3890 -2.8698 1.7666
C -2.9635 5.0864 0.3080
C -0.2281 2.7234 1.4462
C -0.6942 -0.6968 2.0309
C 2.6609 -3.4773 -2.5687
C 1.0993 1.2357 0.0548
C -1.3058 0.9252 0.1714
C -1.0974 -0.1558 -0.8881
C 2.4482 -2.9749 -1.1810
C 2.4884 -4.9968 -2.5948
C 1.5092 -2.6814 0.7880
C -3.7855 5.1535 1.4183
C 1.6691 -2.8061 -3.5244
C 1.1186 0.7928 -1.4023
C -3.4442 4.4325 2.5483
C -2.3040 3.6480 2.5595
H 0.7456 -2.6710 2.7798
H 1.8747 1.9853 0.2182
H -2.0431 3.0944 3.4491
H 0.9915 1.6711 -2.0464
H 3.2077 -5.4740 -1.9337
H -0.1333 2.1843 2.3999
H -2.6511 -0.3897 1.1999
H 0.0003 -3.8865 1.6910
H 2.6395 -5.3727 -3.6035
H -2.0598 0.9400 2.2169
H 1.7899 -3.2100 -4.5265
H -1.2667 -2.1240 0.6888
H 1.8438 -1.7322 -3.5668
H -2.1695 1.5137 -0.1751
H 2.8749 -1.3418 1.8590
H 0.6349 3.3918 1.3508
H 0.1235 -0.8529 -2.3079
H 0.6511 -2.9978 -3.1928
H -4.6699 5.7685 1.3819
H 1.4874 -5.2574 -2.2631
H 3.6802 -3.2199 -2.8754
H 1.3030 0.3758 0.7113
H -4.0729 4.4819 3.4233
H 2.0636 0.3022 -1.6481
*
```

---

Record 3
The following is a quantum chemistry calculation of a structure of composition C20H24FGdNOP2 in a non-equilibrium geometry, from the OMol25 dataset.

## Properties
Orbital gap (spin up / spin down) in eV: 5.33 / 7.11
M in g mol⁻¹: 532.614
<S²>: 16.82
LUMO energy (spin up / spin down) in eV: -3.161 / -3.976

The geometry in ORCA input format:
```
! RIJCOSX wB97M-V def2-TZVPD def2/J DEFGRID3
* xyz 1 8
Gd -1.0018 0.1540 1.5264
P 0.8111 2.3095 1.6322
P 1.0384 -1.6809 2.0130
F -2.3334 -1.1273 2.4433
O -3.5493 0.3963 -0.4414
N -0.5401 -0.0838 -0.3906
C -0.0383 -2.5192 -0.5034
C -1.5038 2.0738 -3.2426
C -3.4119 0.1249 -1.5842
C -2.2195 -2.7687 -2.2743
C 0.4191 2.0638 -1.1813
C -1.3834 0.9752 -2.4019
C -0.4849 0.9787 -1.3505
C -1.7370 -1.5120 -1.9331
C 0.4715 -3.1676 2.9056
C 0.2870 3.1585 -2.0347
C -2.3725 -0.2172 -2.5083
C 2.7611 -1.5128 2.5739
C -0.5488 -3.7732 -0.8363
C 1.2441 -2.3794 0.3005
C 1.4795 2.0432 -0.0948
C 0.2224 4.0276 1.5202
C 2.3438 2.4955 2.5964
C -1.6441 -3.9000 -1.6925
C -0.6710 3.1768 -3.0475
C -0.7550 -1.3791 -0.9677
H 2.8923 -0.5126 3.0066
H -0.4086 4.1680 0.6350
H -2.4424 -0.4136 -3.6019
H -2.0406 -4.8872 -1.9263
H 2.9928 1.6190 2.4737
H -0.3815 4.2315 2.4147
H 2.8781 3.4048 2.2876
H 1.0708 4.7242 1.4877
H 2.9634 -2.2655 3.3467
H 2.0103 1.0764 -0.0817
H -0.5827 -3.0232 3.1751
H -3.0479 -2.8337 -2.9833
H 3.4609 -1.6394 1.7374
H -0.0710 -4.6662 -0.4227
H -0.7673 4.0492 -3.6924
H 1.9600 -1.7128 -0.2107
H -3.6883 -0.0594 -2.6863
H 1.7103 -3.3651 0.4457
H -2.2592 2.0462 -4.0308
H 2.0658 2.5816 3.6554
H 1.0710 -3.2789 3.8176
H 0.9534 4.0166 -1.9011
H 2.2124 2.8477 -0.2528
H 0.5647 -4.0644 2.2802
*
```

---

What are the energy values for these records? In order: -106432.469; -47456.668; -66783.663 eV.